Formula: C28H42N6O2ReS2
Source: OMol25
Level of theory: wB97M-V/def2-TZVPD

Results
- HOMO energy (alpha / beta): -19.307 / -19.307 eV
- Multiplicity: 2
- ⟨S²⟩: 0.76
- Charge: +4
- E: -2444.3698 a.u.
- Gap between HOMO and LUMO (alpha / beta): 7.14 / 6.96 eV
- Relative energy (zero: lowest compared OMol25 entry of this formula, charge and spin): 1.8 kcal per mole

Geometry as XYZ:
```
81
Properties=species:S:1:pos:R:3:forces:R:3:lowdin_charge:R:1
Re 0.632 -0.003 0.305 0.0 -0.1 -0.2 1.6603
S -0.379 2.610 -1.530 0.1 0.0 0.0 1.1595
S -2.362 -0.953 1.486 0.1 0.0 0.0 1.1315
O -0.994 -1.010 0.633 0.0 0.0 -0.1 -0.6736
O -0.108 1.076 -1.071 -0.1 0.0 0.1 -0.6677
N 0.416 -0.230 4.226 -0.1 0.0 0.1 -0.0429
N 1.380 0.090 2.070 0.0 0.1 0.2 -0.1698
N 2.749 -2.197 -1.477 0.0 0.0 0.1 -0.0538
N 0.475 1.837 3.448 0.1 0.0 0.1 -0.0567
N 2.496 -0.274 -0.065 0.1 -0.1 0.0 -0.1590
N 3.922 -0.392 -1.974 -0.1 -0.1 0.0 -0.0480
C -0.021 2.008 4.834 0.0 0.0 0.0 -0.0376
C -2.026 2.909 -0.866 -0.1 0.1 0.0 -0.2914
C -0.487 2.556 -3.256 0.0 0.0 0.0 -0.4250
C -3.248 -2.379 1.066 0.0 0.0 0.0 -0.4231
C -3.638 -3.141 2.172 0.0 0.0 0.0 -0.0659
C -4.774 -4.628 0.673 0.0 0.0 0.0 0.0087
C 0.751 0.559 3.234 0.0 0.0 -0.2 -0.3492
C -3.207 0.456 0.741 0.0 0.0 0.0 -0.2876
C -3.599 -2.736 -0.242 0.0 0.0 0.0 -0.0519
C 3.506 0.074 0.985 0.0 0.1 0.0 -0.1448
C 3.540 -2.623 -2.654 -0.1 0.0 0.0 -0.0342
C 2.823 -0.249 2.293 0.0 -0.1 0.0 -0.1373
C -3.198 0.580 -0.788 0.0 0.0 0.0 -0.2177
C -3.217 2.043 -1.259 0.0 -0.1 0.0 -0.1814
C 4.413 0.981 -1.953 0.0 0.0 0.0 0.0223
C -4.362 -3.870 -0.426 0.0 0.0 0.0 -0.0174
C -1.299 1.661 -3.966 0.0 0.0 0.0 -0.0611
C -0.645 2.799 -5.983 0.0 0.0 0.0 0.0087
C 0.163 3.672 -5.271 0.0 0.0 0.0 -0.0159
C 0.260 3.552 -3.893 0.0 0.0 0.0 -0.0616
C 3.042 -0.948 -1.171 -0.1 0.2 0.1 -0.3324
C 1.069 2.965 2.737 0.0 0.0 0.0 0.0113
C -1.362 1.787 -5.337 0.0 0.0 0.0 -0.0165
C 1.979 -3.138 -0.672 0.0 0.0 0.0 0.0066
C 4.371 -1.371 -2.989 0.1 0.0 0.0 -0.0324
C 0.514 -1.683 4.301 0.0 0.0 0.0 0.0248
C -4.414 -4.269 1.964 0.0 0.0 0.0 -0.0164
C -0.143 0.562 5.343 0.0 0.0 0.0 -0.0318
H -1.853 2.948 0.213 0.0 0.0 0.0 0.0881
H 0.429 0.380 6.252 0.0 0.0 0.0 0.1489
H -0.721 2.898 -7.058 0.0 0.0 0.0 0.1375
H -0.374 -2.063 4.801 0.0 0.0 0.0 0.1100
H -3.350 2.071 -2.340 0.0 0.0 0.0 0.1173
H 2.874 -2.921 -3.463 0.0 0.0 0.0 0.1427
H 1.389 -1.978 4.881 0.0 0.0 0.0 0.1179
H -3.269 -2.158 -1.093 0.0 0.0 0.0 0.1089
H 4.422 -0.500 0.853 0.0 0.0 0.0 0.1476
H -2.732 1.309 1.231 0.0 0.0 0.0 0.0819
H -0.972 2.538 4.828 0.0 0.0 0.0 0.1406
H 4.160 -3.476 -2.380 0.0 0.0 0.0 0.1446
H -3.359 -2.845 3.176 0.0 0.0 0.0 0.1135
H -1.844 0.874 -3.462 0.0 0.0 0.0 0.1096
H 1.023 2.802 1.661 0.0 0.0 0.0 0.0620
H 0.716 4.447 -5.783 0.0 0.0 0.0 0.1351
H 2.105 3.126 3.043 0.0 0.0 0.0 0.1144
H 3.661 1.640 -1.526 0.0 0.0 0.0 0.0891
H -2.332 0.062 -1.204 0.0 0.0 0.0 0.0765
H 4.166 -0.979 -3.983 0.0 0.0 0.0 0.1421
H -4.738 -4.864 2.807 0.0 0.0 0.0 0.1343
H 0.699 2.594 5.405 0.0 0.0 0.0 0.1470
H -2.178 3.948 -1.183 -0.1 0.0 0.0 0.1284
H 0.572 -2.105 3.300 0.0 0.0 0.0 0.0865
H -4.647 -4.171 -1.424 0.0 0.0 0.0 0.1316
H 2.273 -4.146 -0.958 0.0 0.0 0.0 0.1149
H -1.975 1.109 -5.914 0.0 0.0 0.0 0.1323
H 0.499 3.859 2.978 0.0 0.0 0.0 0.1128
H 0.908 -3.034 -0.849 0.0 0.0 0.0 0.0852
H 5.443 -1.539 -2.895 0.0 0.0 0.0 0.1473
H 4.611 1.290 -2.978 0.0 0.0 0.0 0.1127
H 2.203 -3.014 0.388 0.0 0.0 0.0 0.0911
H 3.751 1.135 0.918 0.0 0.0 0.0 0.1251
H -5.382 -5.508 0.513 0.0 0.0 0.0 0.1372
H 3.232 0.332 3.120 0.0 0.0 0.0 0.1460
H -1.175 0.258 5.518 0.0 0.0 0.0 0.1410
H 2.914 -1.308 2.540 0.0 0.0 0.0 0.1262
H 0.885 4.230 -3.324 0.0 0.0 0.0 0.1200
H -4.217 0.383 1.154 0.0 0.0 0.0 0.1296
H -4.096 2.551 -0.853 0.0 0.0 0.0 0.1469
H 5.342 1.057 -1.387 0.0 0.0 0.0 0.1144
H -4.084 0.089 -1.188 0.0 0.0 0.0 0.1314
```
Positions in Å, forces in eV/Å.

=====

Formula: C28H42O21
Source: OMol25
Level of theory: wB97M-V/def2-TZVPD

Results
- HOMO energy: -10.161 eV
- SMILES: C[C@H]1COC(=O)O1.C[C@H]1COC(=O)O1.C[C@H]1COC(=O)O1.C[C@H]1COC(=O)O1.C[C@H]1COC(=O)O1.C[C@H]1COC(=O)O1.C[C@H]1COC(=O)O1
- Multiplicity: 1
- E: -2672.2224 a.u.
- Gap between HOMO and LUMO: 9.78 eV
- Relative energy (zero: lowest compared OMol25 entry of this formula, charge and spin): 51.5 kcal per mole

Geometry as XYZ:
```
91
Properties=species:S:1:pos:R:3:forces:R:3:lowdin_charge:R:1
O -1.179 -5.267 4.302 -0.8 -0.2 -0.7 0.0866
O 1.847 6.987 -3.369 -0.6 -0.1 0.9 0.1606
O -1.929 -3.313 3.534 -0.4 -0.1 0.6 0.0663
O 0.759 -4.080 -1.303 0.3 0.0 -0.4 0.0291
O 3.562 7.787 -0.129 -1.1 0.7 0.3 0.0598
O 5.071 6.436 -0.935 0.2 -0.3 -0.9 0.0787
O 0.647 5.826 -1.857 0.4 -0.6 0.8 0.0605
O 1.943 0.670 -0.160 0.4 -0.4 1.1 0.0852
O -0.156 1.230 -0.086 -1.3 1.4 0.7 0.0718
O -5.387 -4.401 -5.919 0.9 0.2 0.2 0.1692
O -0.552 -4.503 -3.074 0.0 0.7 -0.2 0.1662
O -0.385 7.000 -3.404 -0.6 -0.8 0.2 0.0676
O -4.138 -3.670 -4.148 -0.1 0.9 -0.6 0.0904
O -1.218 -3.447 5.644 -0.3 -0.3 0.1 0.1626
O 1.377 2.781 0.454 0.0 -0.3 -0.3 0.1603
O 2.933 1.432 6.818 -0.3 -0.8 -0.1 0.1638
O 1.631 -4.056 -3.381 0.0 0.0 0.3 0.1255
O 0.847 0.614 7.092 -0.3 -0.3 0.3 0.0907
O -5.142 -5.610 -4.060 -0.6 -0.7 0.2 0.0606
O 1.529 1.254 5.095 0.2 0.5 -0.9 0.0868
O 5.354 8.658 -1.149 0.1 0.0 0.1 0.1603
C 1.240 -0.560 -0.268 -1.3 -0.9 -0.4 -0.0852
C 3.580 -2.785 -2.729 -0.2 0.6 -0.1 -0.0092
C -4.038 -3.003 -1.816 -0.2 0.4 -1.0 -0.0113
C 2.178 -4.118 -1.083 -0.4 1.2 -0.1 -0.0918
C 0.798 6.647 -2.891 1.2 0.6 -1.6 -0.5871
C -3.931 -4.137 -2.814 0.2 -0.4 0.7 -0.3197
C -5.006 -5.208 -2.703 0.5 -0.3 0.0 -0.0891
C -1.083 -0.473 -1.418 0.2 -0.6 -0.4 -0.0157
C 1.886 1.064 6.377 0.3 1.7 0.4 -0.5635
C -0.260 -0.182 -0.169 -0.4 1.0 -1.9 -0.2869
C -2.288 -4.257 2.527 -0.5 1.7 -0.6 -0.3253
C -1.418 6.198 -2.734 0.3 1.2 -0.9 -0.0487
C 3.939 5.577 -0.694 0.1 1.2 1.5 -0.2872
C 0.067 -0.145 3.774 -0.5 -0.7 0.1 -0.0085
C -1.404 -5.413 2.880 0.5 -0.3 -0.7 -0.0797
C 2.741 -4.021 -2.500 2.0 -0.6 0.6 -0.3223
C 4.730 7.714 -0.786 -0.1 0.2 0.0 -0.5905
C -4.896 -4.541 -4.842 -0.9 0.0 0.1 -0.5602
C 3.081 6.501 0.250 1.6 -1.0 -0.7 -0.0678
C 1.072 1.680 0.118 0.6 -0.5 0.0 -0.5505
C -0.625 5.172 -1.950 -0.1 0.1 0.3 -0.3073
C 4.509 4.347 -0.037 -2.0 -0.2 -0.2 -0.0146
C -0.270 0.419 6.248 -1.1 -0.2 -0.7 -0.0858
C -1.127 4.818 -0.574 0.0 0.1 0.5 -0.0136
C 0.171 0.938 4.852 -0.3 -1.6 0.1 -0.2808
C 0.519 -4.190 -2.662 -0.7 -1.2 1.0 -0.5423
C -2.146 -3.533 1.187 0.3 -1.9 0.0 -0.0149
C -1.472 -3.983 4.613 1.1 0.7 0.2 -0.5625
H 1.024 -0.493 3.385 0.2 0.4 0.1 0.0922
H 3.914 -2.612 -3.751 -0.3 -0.4 -0.1 0.0937
H -0.588 0.136 2.949 0.2 0.2 -0.1 0.0671
H -0.929 -1.522 -1.694 -0.3 -0.1 0.1 0.0743
H 2.489 -3.237 -0.516 -0.2 -0.1 0.2 0.1124
H 3.645 3.669 -0.019 0.5 -0.5 -0.1 0.0660
H -2.082 4.292 -0.599 0.0 0.0 -0.2 0.0925
H 3.352 -4.929 -2.548 -0.1 0.0 -1.1 0.1550
H -1.101 -3.400 0.903 0.0 0.4 0.2 0.0790
H -3.969 -3.322 -0.782 0.3 -0.2 0.0 0.0565
H -4.737 -6.079 -2.109 0.1 0.1 0.0 0.1359
H -1.181 0.922 6.577 0.5 0.5 0.5 0.1328
H -1.861 -6.345 2.548 0.0 -0.3 0.8 0.1404
H -0.460 1.757 4.506 0.7 0.6 0.4 0.1481
H -0.792 0.100 -2.300 0.4 0.2 0.2 0.0999
H -0.578 -0.628 6.222 0.5 -0.2 0.0 0.1165
H 3.372 6.319 1.287 -0.3 0.0 0.1 0.1305
H 1.359 -1.377 0.450 1.1 0.7 0.6 0.1265
H 2.493 -5.008 -0.540 -0.3 -0.1 -0.1 0.1347
H 2.024 6.367 0.055 -0.1 0.4 0.2 0.1115
H 3.338 5.456 -1.597 0.5 -0.3 -0.3 0.1391
H -3.238 -2.322 -2.106 0.0 0.2 0.5 0.0693
H -0.438 -5.350 2.372 0.1 0.1 0.1 0.1369
H -2.017 5.773 -3.537 -0.2 0.0 0.2 0.1345
H -2.544 -4.251 0.464 0.0 0.3 -0.3 0.0788
H -2.144 -0.275 -1.273 0.0 -0.1 0.2 0.0840
H 5.349 3.970 -0.610 0.0 -0.2 0.2 0.0890
H -1.264 5.693 0.066 0.0 0.2 -0.3 0.0952
H 4.488 -2.743 -2.128 -0.2 -0.3 0.3 0.0982
H -3.357 -4.488 2.625 0.1 -0.2 0.3 0.1594
H -0.408 4.187 -0.052 0.0 -0.1 -0.2 0.0575
H -4.988 -2.474 -1.926 0.0 0.0 -0.1 0.0969
H -2.906 -4.520 -2.791 -0.2 -0.3 0.1 0.1304
H 4.701 4.527 1.019 0.6 0.2 -0.1 0.0885
H -1.949 6.960 -2.162 -0.4 -0.6 0.3 0.1388
H -5.953 -4.812 -2.324 0.0 0.1 -0.1 0.1377
H -2.736 -2.623 1.156 0.1 0.1 0.1 0.0882
H 1.514 -0.994 -1.228 -0.3 0.1 -0.2 0.1057
H 2.953 -1.934 -2.451 0.2 0.2 -0.1 0.0716
H -0.461 4.267 -2.546 -0.1 0.1 0.0 0.1603
H -0.406 -1.029 4.211 0.0 -0.1 -0.1 0.0594
H -0.886 -0.480 0.675 0.9 -0.5 0.4 0.1345
```
Positions in Å, forces in eV/Å.